Formula: C18H19ClNO3
Source: the Open Molecules 2025 dataset
Level of theory: ωB97M-V/def2-TZVPD

## Properties
- multiplicity = 1
- HOMO energy (eV) = -2.7
- maximum force (eV Å⁻¹) = 2.25
- total charge = -1
- calculated total energy (Eh) = -1438.02657
- orbital gap (eV) = 5.2
- energy relative to the best compared isomer or geometry (same formula, charge and spin) (kJ/mol) = 5.2

Bonds (Å) are listed after each position.
Cartesian coordinates (Å):
1 Cl -3.20121 1.90164 0.20751  C2 1.704
2 C -1.84822 1.44848 1.13960  Cl1 1.704, C3 1.400, C8 1.400
3 C -0.70013 2.24909 1.14669  C2 1.400, C4 1.362, H9 1.077
4 C 0.38042 1.90108 1.89866  C3 1.362, C5 1.434, H10 1.076
5 C 0.35765 0.72000 2.71168  C4 1.434, O6 1.237, C7 1.433
6 O 1.31042 0.41051 3.43811  C5 1.237
7 C -0.82348 -0.08958 2.66342  C5 1.433, C8 1.360, H11 1.076
8 C -1.88855 0.27287 1.89858  C2 1.400, C7 1.360, H12 1.077
9 H -0.69718 3.14411 0.54705  C3 1.077
10 H 1.27885 2.49256 1.89661  C4 1.076
11 H -0.84313 -0.98604 3.25741  C7 1.076
12 H -2.78054 -0.32932 1.86758  C8 1.077
13 C 3.23985 -0.64552 -2.28275  C14 1.531, H28 1.088, H29 1.088, H30 1.088
14 C 2.52083 -1.49048 -1.22735  C13 1.531, C15 1.532, C16 1.533, O17 1.450
15 C 1.12522 -0.93490 -0.92570  C14 1.532, H31 1.088, H32 1.088, H33 1.088
16 C 2.40156 -2.93212 -1.73384  C14 1.533, H34 1.087, H35 1.088, H36 1.087
17 O 3.29623 -1.51747 -0.00197  C14 1.450, C18 1.372
18 C 3.50349 -0.28898 0.57292  O17 1.372, N19 1.394, O27 1.212
19 N 4.20591 -0.32289 1.77607  C18 1.394, C20 1.268
20 C 3.97775 -1.30918 2.53955  N19 1.268, C21 1.440, H37 1.077
21 C 4.64090 -1.53623 3.79692  C20 1.440, C22 1.392, C26 1.392
22 C 4.39302 -2.70400 4.51330  C21 1.392, C23 1.376, H38 1.077
23 C 5.05428 -2.95009 5.69412  C22 1.376, C24 1.382, H39 1.078
24 C 5.96683 -2.03308 6.18007  C23 1.382, C25 1.382, H40 1.079
25 C 6.21375 -0.86616 5.48220  C24 1.382, C26 1.376, H41 1.078
26 C 5.55657 -0.61664 4.29911  C21 1.392, C25 1.376, H42 1.076
27 O 3.10528 0.75668 0.10730  C18 1.212
28 H 4.24840 -1.02068 -2.44279  C13 1.088
29 H 2.70754 -0.66402 -3.23161  C13 1.088
30 H 3.31779 0.38722 -1.95022  C13 1.088
31 H 0.64309 -1.53101 -0.15341  C15 1.088
32 H 1.19816 0.08619 -0.55693  C15 1.088
33 H 0.49412 -0.93579 -1.81202  C15 1.088
34 H 1.91800 -3.55731 -0.98701  C16 1.087
35 H 1.82129 -2.98278 -2.65302  C16 1.088
36 H 3.38867 -3.34371 -1.93039  C16 1.087
37 H 3.26834 -2.04946 2.20834  C20 1.077
38 H 3.67850 -3.41155 4.12764  C22 1.077
39 H 4.86361 -3.86316 6.23380  C23 1.078
40 H 6.48802 -2.23039 7.10374  C24 1.079
41 H 6.92687 -0.15138 5.86107  C25 1.078
42 H 5.73004 0.28928 3.74485  C26 1.076

Löwdin atomic charge list, values in e, 8 entries: 0.579 -0.770 -0.165 -0.061 -0.535 -0.104 -0.067 -0.172